ORCA calculation (ωB97M-V/def2-TZVPD) on a 2-piece molecular cluster, C14H23Cl2N2 overall.

Positions of all 41 atoms, in Å:
Cl -2.064 -0.208 1.875
Cl -4.883 -0.441 0.434
N 1.788 -2.846 -1.155
N 1.242 0.938 1.961
C 0.826 -0.992 -2.712
C -2.935 1.195 1.391
C 3.350 -1.323 0.172
C 2.055 -2.158 0.060
C 3.362 -0.404 1.401
C -0.201 -0.661 -1.627
C 2.510 0.875 1.228
C -4.166 1.099 0.753
C 1.932 -2.066 -2.337
C -1.121 -1.831 -1.235
C -3.049 3.591 1.242
C -4.279 3.494 0.605
C -2.379 2.445 1.632
C -4.835 2.250 0.362
H 2.900 -1.506 -2.408
H 4.209 -2.004 0.202
H 4.390 -0.115 1.645
H -5.790 2.157 -0.137
H 0.272 -1.319 -3.608
H 0.313 -0.255 -0.751
H -2.076 -1.745 -1.771
H 0.514 0.492 1.423
H 3.476 -0.688 -0.716
H -4.806 4.386 0.293
H -0.832 0.160 -2.000
H 1.316 0.436 2.834
H -1.414 2.500 2.119
H -0.653 -2.787 -1.464
H 1.331 -0.059 -3.005
H -1.353 -1.804 -0.168
H -2.605 4.559 1.431
H 2.952 -0.961 2.257
H 2.126 -2.912 0.864
H 2.273 0.997 0.166
H 3.104 1.749 1.519
H 1.230 -1.476 0.415
H 1.966 -2.764 -3.188

LUMO energy, Ha: 0.095
Charge: -1
Frontier orbital gap, eV: 4.0